No. 1
{"formula": "C34H41ClN4NiP2", "method": "wB97M-V/def2-TZVPD", "total_charge": 0, "e_homo_ev": [-5.38, -7.36], "spin_multiplicity": 3, "orbital_gap_ev": [5.86, 6.71], "elements": ["Ni", "C", "C", "C", "C", "C", "C", "C", "C", "C", "H", "H", "H", "H", "H", "H", "H", "H", "H", "H", "H", "H", "H", "H", "H", "P", "P", "N", "N", "N", "N", "C", "C", "C", "C", "C", "C", "C", "C", "C", "C", "C", "C", "C", "C", "C", "C", "C", "C", "H", "H", "H", "H", "H", "H", "H", "H", "H", "H", "H", "H", "H", "H", "H", "H", "H", "H", "H", "H", "Cl", "C", "C", "C", "C", "C", "C", "C", "H", "H", "H", "H", "H", "H"], "coordinates": [[-0.202186, 0.767860, 0.580340], [-1.324808, 1.309502, -3.364851], [-1.149082, -0.044658, -3.330206], [-0.384208, -0.824175, -4.359392], [1.014367, -0.222514, -4.777391], [1.742053, 0.431255, -3.628662], [1.446345, 1.615640, -3.073526], [0.638361, 2.690301, -3.723813], [-0.709471, 2.196284, -4.370480], [1.435038, 0.815892, 1.864414], [-2.082121, 1.751246, -2.715169], [-1.891272, -0.568894, -2.730680], [-1.025670, -0.873428, -5.261740], [-0.215835, -1.859579, -4.023691], [1.628902, -1.066612, -5.150515], [0.861710, 0.453795, -5.639744], [2.640492, -0.114993, -3.301887], [2.014240, 1.950832, -2.209542], [1.246505, 3.251565, -4.486088], [0.416035, 3.443113, -2.934024], [-1.339708, 3.062189, -4.655325], [-0.478505, 1.629611, -5.281104], [0.647687, 1.615507, 2.072878], [2.374902, 1.398510, 1.821722], [1.444468, 0.214161, 2.792591], [1.703656, -0.293039, 0.179225], [-1.772266, -0.643243, -0.041075], [3.101203, 0.782754, -0.419274], [2.609689, -1.564039, 0.956865], [-2.921363, 0.622035, -0.633963], [-2.958052, -1.762213, 0.572108], [0.832299, -1.225269, -1.196462], [-0.639060, -1.732429, -1.029467], [2.988855, 2.172351, -0.294217], [4.057292, 2.777915, -0.938152], [4.857747, 1.734382, -1.492054], [4.272409, 0.514463, -1.150626], [3.445055, -1.348392, 2.063105], [4.220228, -2.482086, 2.283748], [3.840238, -3.452052, 1.301200], [2.827057, -2.882629, 0.526494], [-2.441880, 1.914086, -0.314931], [-3.288231, 2.859121, -0.884590], [-4.331125, 2.144768, -1.587646], [-4.090382, 0.780590, -1.394732], [-4.152488, -2.296215, 0.056992], [-4.696384, -3.164031, 0.998907], [-3.827637, -3.149387, 2.135256], [-2.767684, -2.324071, 1.837441], [1.398135, -2.124115, -1.469162], [0.899194, -0.587692, -2.092067], [-1.046678, -1.889922, -2.037547], [-0.667414, -2.740826, -0.571850], [2.183906, 2.621409, 0.267325], [4.208416, 3.844248, -0.987541], [5.736324, 1.880644, -2.091251], [4.618633, -0.505362, -1.303713], [3.375298, -0.446337, 2.642853], [4.968392, -2.594156, 3.059195], [4.249675, -4.444596, 1.181796], [2.222521, -3.313363, -0.256117], [-1.564617, 1.990226, 0.346505], [-3.124174, 3.926574, -0.820612], [-5.134928, 2.635984, -2.134310], [-4.692452, -0.067123, -1.675728], [-4.513422, -2.029699, -0.930635], [-5.607699, -3.749549, 0.917656], [-3.934561, -3.675107, 3.079768], [-1.860985, -2.072311, 2.370292], [-1.193215, 2.984625, 4.834719], [-0.895112, 1.338300, 5.198302], [-0.595071, 1.004359, 6.517696], [-0.360114, -0.342050, 6.851021], [-0.294225, -1.315237, 5.845217], [-0.556346, -0.962933, 4.524112], [-0.959884, 0.342475, 4.162029], [-1.387715, 0.613153, 2.779732], [-0.572756, 1.778077, 7.291702], [-0.084389, -0.588850, 7.880743], [-0.085772, -2.363154, 6.093369], [-0.485179, -1.716952, 3.745643], [-2.202022, -0.113172, 2.560402], [-1.659161, 1.676615, 2.572207]], "forces_ev_per_a": [[0.273, -1.297, 1.158], [-1.206, -2.157, -0.165], [-1.453, 2.392, -0.864], [0.454, 0.048, -0.289], [-0.172, -0.439, -0.433], [0.546, 0.376, -0.431], [1.282, -0.210, -1.065], [-0.839, 1.118, -0.226], [1.363, 0.630, 0.068], [1.419, 0.575, 1.784], [0.435, -0.193, -0.081], [0.428, 0.199, -0.183], [0.348, -0.184, 0.277], [-0.154, 0.239, -0.042], [-0.300, 0.471, 0.105], [0.289, -0.320, 0.496], [-0.684, 0.181, 0.374], [-0.046, -0.194, -0.400], [-0.325, -0.613, 0.602], [-0.124, -0.342, -0.518], [0.250, -0.491, 0.330], [-0.255, 0.417, 0.215], [0.449, -0.716, -0.730], [-0.372, -0.433, 0.215], [-0.182, 0.172, -0.524], [-0.768, 2.555, -0.219], [0.038, 0.897, 0.585], [-0.620, -0.541, 0.154], [0.008, -0.163, 0.552], [0.418, 0.483, -0.145], [-0.472, -0.784, 0.168], [0.186, -1.343, -0.528], [-0.191, -0.625, -0.773], [0.996, -0.145, -0.385], [-0.873, -0.960, 0.508], [-0.815, -0.795, 0.443], [-0.362, 0.900, 0.167], [0.584, -1.162, -0.078], [-0.901, 0.925, -0.597], [-1.141, 0.946, -0.543], [1.050, -0.160, 0.594], [-1.369, -0.251, -0.811], [0.608, -1.147, 0.259], [0.966, -0.593, 0.833], [0.483, 1.058, 0.165], [0.128, -0.391, 0.622], [0.589, 0.760, -0.278], [0.619, 0.180, -0.183], [-0.383, -0.018, -0.492], [0.006, -0.034, -0.132], [-0.106, 0.066, 0.888], [0.440, -0.310, 0.452], [-0.020, 0.548, 0.275], [0.003, -0.054, -0.273], [0.104, -0.055, -0.054], [0.227, -0.163, 0.024], [-0.232, 0.318, -0.050], [0.241, 0.032, -0.179], [-0.202, 0.038, -0.130], [-0.170, 0.062, 0.009], [0.266, 0.027, 0.062], [-0.676, 0.618, -0.390], [-0.228, -0.125, -0.002], [0.156, -0.485, 0.206], [0.153, 0.059, -0.151], [0.159, -0.091, 0.302], [0.211, 0.305, -0.145], [-0.066, 0.037, -0.353], [-0.341, -0.142, 0.060], [-0.157, 0.652, -0.227], [0.262, -1.565, -0.209], [-0.128, -0.642, -0.103], [0.597, 0.321, -0.153], [-0.265, 0.140, 0.147], [-0.359, 0.303, 0.407], [0.800, 0.665, 0.327], [-1.248, 0.275, 0.326], [-0.019, -0.286, -0.373], [-0.294, 0.016, -0.360], [0.061, 0.516, -0.077], [0.001, 0.081, 0.106], [0.635, 0.954, -0.191], [-0.008, -0.936, 0.271]]}

=====

No. 2
{"formula": "C4H7NO", "method": "wB97M-V/def2-TZVPD", "total_charge": 0, "e_homo_ev": -8.30, "orbital_gap_ev": 9.25, "elements": ["C", "C", "O", "C", "C", "N", "H", "H", "H", "H", "H", "H", "H"], "coordinates": [[0.240459, 0.077031, -2.141937], [-0.127079, 0.097990, -0.674531], [1.016349, -0.294389, 0.065838], [0.857333, -0.251553, 1.421989], [-0.242297, 0.072743, 2.068042], [-1.233759, 0.445287, 2.709147], [0.554261, -0.926613, -2.443253], [-0.617228, 0.374720, -2.753154], [1.064319, 0.770480, -2.333861], [-0.958279, -0.592339, -0.459255], [-0.440168, 1.103397, -0.355883], [1.745161, -0.540901, 1.971031], [-1.859073, -0.335853, 2.925829]], "forces_ev_per_a": [[0.011, 0.001, -0.023], [-0.205, 0.080, -0.125], [0.036, 0.008, -0.015], [-0.037, 0.021, 0.281], [-0.253, -0.016, 0.122], [0.445, -0.229, -0.296], [-0.050, 0.132, 0.031], [0.115, -0.044, 0.091], [-0.114, -0.090, 0.007], [0.127, 0.080, -0.027], [0.049, -0.116, -0.046], [-0.131, 0.069, -0.022], [0.007, 0.104, 0.022]]}

=====

No. 3
{"formula": "CH7NO3P", "method": "wB97M-V/def2-TZVPD", "total_charge": 1, "e_homo_ev": [-14.51, -14.31], "orbital_gap_ev": [7.94, 8.61], "elements": ["C", "N", "O", "O", "O", "P", "H", "H", "H", "H", "H", "H", "H"], "coordinates": [[1.585389, 0.132451, 0.618950], [0.928223, 0.674027, -0.529888], [-2.163355, 0.811711, 1.082688], [-2.537893, 0.487657, -1.290382], [-1.858290, -1.525958, 0.049307], [-1.557296, -0.000542, -0.155983], [1.344479, -0.872445, 0.890091], [2.527017, 0.058342, 0.012391], [1.748299, 0.731415, 1.497408], [0.920624, 1.679594, -0.603553], [-2.037347, 0.513182, 1.993289], [-2.691964, 1.382748, -1.066017], [-2.171672, -2.214988, -0.658622]], "forces_ev_per_a": [[1.248, 0.923, -1.420], [-2.742, -2.348, 0.355], [0.341, -0.534, -0.317], [0.936, -1.607, -0.198], [-0.301, -1.491, -1.339], [0.707, 0.423, 0.135], [-0.433, -0.651, -0.246], [0.441, -0.190, 0.909], [-0.108, 0.512, 0.223], [-0.110, 0.735, 0.486], [0.101, -0.054, 0.047], [-0.935, 2.201, -0.249], [0.857, 2.080, 1.615]]}

=====

No. 4
{"formula": "C5H16N3", "method": "wB97M-V/def2-TZVPD", "total_charge": 2, "e_homo_ev": [-18.00, -17.94], "spin_multiplicity": 2, "orbital_gap_ev": [11.46, 4.73], "elements": ["C", "C", "C", "N", "N", "N", "H", "H", "H", "H", "H", "H", "H", "H", "H", "H", "C", "C", "H", "H", "H", "H", "H", "H"], "coordinates": [[-0.488138, 0.382097, 0.243599], [0.586483, -0.681072, 0.288278], [-2.108489, 0.779274, 2.068321], [-1.650693, -0.015807, 1.064883], [-1.621690, 2.058352, 2.247282], [-3.047137, 0.252470, 3.008602], [-0.180627, 1.438195, 0.272232], [-0.779867, 0.402237, -0.855662], [1.530231, -0.119042, 0.409855], [0.725997, -1.385701, -0.659997], [-2.135581, -0.849803, 0.780304], [-0.636651, 2.323275, 2.285797], [-2.283698, 2.782491, 2.465946], [-3.356208, -0.679600, 2.900001], [-3.144401, 0.706791, 3.862226], [0.340081, -1.346518, 1.035039], [2.419860, -0.004923, -2.749451], [2.240659, -1.506873, -2.661799], [2.589681, 0.296865, -1.778742], [3.335426, 0.442289, -3.338971], [1.489961, 0.409257, -3.292216], [1.688640, -1.926886, -3.451419], [1.403165, -1.709771, -1.677828], [3.082993, -2.047597, -2.466280]], "forces_ev_per_a": [[-1.232, -0.745, -3.032], [1.079, 2.468, -1.014], [-1.143, -1.328, 2.241], [0.479, 2.282, 0.758], [-0.322, -1.267, -0.171], [3.174, 1.743, -4.838], [-0.016, -0.527, 1.041], [-0.386, -0.080, 0.912], [0.075, -1.037, -0.087], [-0.224, 0.679, 0.472], [-0.144, -0.242, 0.375], [-0.583, -0.416, -0.321], [-0.117, 0.019, 0.487], [-0.493, -0.828, -0.039], [-0.302, 0.946, 1.558], [0.113, -1.757, 1.712], [-1.928, -1.472, -3.529], [-0.636, 3.556, -0.720], [0.575, 1.491, 2.330], [-1.030, -1.132, 0.771], [1.531, -0.136, 1.158], [-1.351, -0.706, -0.900], [0.679, 0.133, -0.690], [2.204, -1.644, 1.526]]}

=====

No. 5
{"formula": "H20O10", "method": "wB97M-V/def2-TZVPD", "total_charge": 0, "e_homo_ev": -10.55, "orbital_gap_ev": 10.36, "elements": ["O", "H", "H", "O", "H", "H", "O", "H", "H", "O", "H", "H", "O", "H", "H", "O", "H", "H", "O", "H", "H", "O", "H", "H", "O", "H", "H", "O", "H", "H"], "coordinates": [[7.930000, 13.005000, -8.328000], [8.739000, 13.547000, -8.557000], [7.976000, 12.281000, -8.951000], [6.358000, 9.148000, -8.806000], [7.067000, 9.569000, -9.228000], [6.659000, 8.233000, -8.765000], [8.429000, 10.827000, -10.059000], [9.138000, 11.354000, -10.335000], [7.813000, 10.952000, -10.803000], [9.605000, 14.239000, -11.604000], [10.113000, 13.597000, -11.052000], [9.493000, 13.724000, -12.369000], [6.684000, 11.458000, -12.076000], [6.624000, 12.104000, -11.423000], [5.969000, 10.862000, -11.858000], [5.427000, 11.596000, -9.162000], [4.683000, 11.777000, -9.784000], [5.386000, 10.659000, -8.975000], [10.225000, 10.735000, -12.451000], [10.400000, 10.264000, -13.246000], [11.077000, 11.039000, -12.132000], [7.769000, 8.494000, -12.361000], [7.595000, 8.161000, -11.492000], [6.946000, 8.580000, -12.864000], [10.838000, 12.726000, -9.907000], [11.765000, 12.703000, -10.182000], [10.908000, 13.247000, -9.119000], [10.088000, 8.478000, -9.779000], [9.572000, 9.309000, -9.852000], [10.556000, 8.244000, -10.551000]], "forces_ev_per_a": [[1.669, 1.694, 0.070], [-1.613, -0.797, 0.425], [-0.203, -0.634, -0.207], [-1.328, -1.694, 0.666], [1.926, 1.426, -0.840], [-0.291, -0.025, 0.264], [-1.686, -1.032, 0.668], [2.161, 1.133, -0.514], [-0.020, -0.500, -0.320], [0.610, 0.265, 1.522], [-0.567, 0.961, -0.168], [-0.578, -0.766, -1.972], [0.331, -1.582, -1.741], [-0.398, 2.265, 1.781], [-0.299, -0.300, -0.009], [-0.946, 1.011, -1.284], [0.746, -0.201, 0.930], [-0.136, -0.566, 0.228], [-0.218, 0.779, 1.111], [0.127, -0.646, -1.009], [0.173, -0.057, -0.079], [0.245, 0.415, -1.162], [-0.416, -0.310, 0.608], [0.238, -0.209, 0.519], [1.010, -0.801, -0.225], [-0.076, -0.239, -0.178], [-0.318, 0.469, 1.000], [-1.096, 0.321, 2.092], [0.537, -0.572, -0.672], [0.413, 0.191, -1.503]]}

=====

No. 6
{"formula": "C13H19AgNO6", "method": "wB97M-V/def2-TZVPD", "total_charge": 1, "e_homo_ev": -12.52, "orbital_gap_ev": 5.83, "elements": ["C", "C", "C", "O", "O", "C", "C", "C", "C", "C", "C", "C", "O", "C", "O", "C", "C", "O", "N", "O", "H", "H", "H", "H", "H", "H", "H", "H", "H", "H", "H", "H", "H", "H", "H", "H", "H", "H", "H", "Ag"], "coordinates": [[3.047817, -2.898095, 0.407909], [3.497585, -1.643810, 0.601425], [3.791438, -0.676229, -0.533021], [4.081480, -1.123409, -1.548391], [3.746971, 0.658519, -0.306069], [2.371760, 1.093697, -0.476721], [2.031121, 2.276668, 0.425501], [0.602998, 2.829452, 0.225680], [-0.482147, 1.744269, 0.093873], [-0.640297, 0.868707, 1.355055], [-1.995986, 0.126375, 1.491262], [-2.213952, -1.087370, 0.531614], [-3.635296, -1.270133, 0.577758], [-4.200930, -0.438665, -0.374589], [-5.317250, -0.160324, -0.342321], [-3.144892, 0.015592, -1.433018], [-1.990723, -0.906944, -0.969075], [-2.358739, -2.196900, -1.594526], [-1.493527, -2.413357, -2.690109], [-1.967271, -2.069490, -3.697590], [3.508078, -3.704577, 0.994355], [2.221269, -3.083804, -0.279852], [3.671501, -1.240508, 1.638345], [2.175180, 1.369756, -1.524411], [1.720779, 0.223241, -0.261025], [2.747895, 3.087458, 0.225656], [2.204844, 1.982805, 1.475026], [0.365438, 3.527638, 1.041344], [0.612425, 3.429055, -0.698227], [-0.200799, 1.094969, -0.751884], [-1.444562, 2.191530, -0.190600], [-0.585244, 1.561375, 2.215219], [0.202868, 0.164833, 1.494659], [-2.830682, 0.840812, 1.480910], [-2.007398, -0.298417, 2.508297], [-1.589095, -1.875495, 0.967843], [-2.782974, 1.045117, -1.392428], [-3.591533, -0.349324, -2.359335], [-0.974485, -0.742102, -1.348049], [2.846334, -1.952915, 3.019509]], "forces_ev_per_a": [[-0.200, 0.020, 0.697], [-0.387, 0.773, 0.294], [-1.881, 1.906, 3.032], [1.318, -2.092, -3.876], [-0.550, 0.159, 0.670], [-0.770, 0.293, 0.001], [0.393, -0.029, 0.413], [0.050, -0.117, -0.405], [0.447, -0.505, -0.117], [-0.558, 0.655, 0.396], [1.274, -0.029, -0.039], [-0.146, 1.652, 0.491], [0.312, -0.555, -0.198], [3.304, -0.015, -0.014], [-3.471, 0.733, -0.019], [0.736, -1.347, 1.515], [-0.494, -0.945, -1.401], [-0.182, -0.040, 0.990], [0.589, 0.216, -0.744], [-0.067, -0.334, 0.232], [-1.074, 0.047, 0.422], [1.155, -0.471, -0.856], [2.252, 0.262, -1.298], [0.395, -0.206, 0.137], [0.102, 0.354, 0.035], [-0.138, -0.267, 0.042], [-0.137, 0.029, -0.244], [0.067, -0.235, -0.164], [-0.105, -0.151, 0.239], [-0.195, 0.292, 0.119], [0.243, 0.033, 0.308], [0.047, -0.291, -0.166], [-0.181, 0.138, -0.246], [0.228, -0.186, -0.388], [-0.209, 0.034, -0.319], [-0.798, -0.540, -0.455], [-0.903, 0.056, -0.125], [0.498, 0.640, -0.214], [-0.182, 0.614, 0.527], [-0.777, -0.550, 0.731]]}

=====

These records have E_tot values of -114017.2652 -7796.9781 -18063.3989 -9893.3933 -20799.3583 -31548.6333 eV, in the order they appear.